Entry 1:
{"formula": "C38H105N3O13", "method": "the ωB97M-V functional and the def2-TZVPD basis", "elements": ["C", "C", "C", "O", "H", "H", "H", "H", "H", "H", "H", "H", "C", "C", "C", "O", "H", "H", "H", "H", "H", "H", "H", "H", "C", "C", "C", "O", "H", "H", "H", "H", "H", "H", "H", "H", "C", "C", "C", "O", "H", "H", "H", "H", "H", "H", "H", "H", "C", "C", "C", "O", "H", "H", "H", "H", "H", "H", "H", "H", "C", "C", "C", "O", "H", "H", "H", "H", "H", "H", "H", "H", "C", "C", "C", "O", "H", "H", "H", "H", "H", "H", "H", "H", "C", "C", "C", "O", "H", "H", "H", "H", "H", "H", "H", "H", "C", "O", "H", "H", "H", "H", "C", "O", "H", "H", "H", "H", "C", "C", "C", "O", "C", "N", "H", "H", "H", "H", "H", "H", "H", "H", "H", "H", "H", "C", "C", "C", "O", "C", "N", "H", "H", "H", "H", "H", "H", "H", "H", "H", "H", "H", "C", "C", "C", "O", "C", "N", "H", "H", "H", "H", "H", "H", "H", "H", "H", "H", "H"], "xyz": [[-2.0956, 5.3482, 2.5813], [-2.7883, 5.1958, 1.2766], [-4.3594, 5.0408, 1.3138], [-2.5989, 6.3652, 0.5677], [-1.0124, 5.3807, 2.4643], [-2.3117, 4.5174, 3.2529], [-2.3718, 6.2352, 3.1515], [-2.3922, 4.3977, 0.6487], [-4.7440, 4.9916, 0.2951], [-4.8533, 5.8456, 1.8583], [-4.6655, 4.1736, 1.8988], [-1.7041, 6.3452, 0.2203], [-3.4448, 1.4202, 2.5591], [-4.0996, 0.0357, 2.3317], [-5.1818, 0.0927, 1.3099], [-3.1687, -0.9991, 1.9744], [-4.1911, 2.1262, 2.9234], [-2.9595, 1.8543, 1.6850], [-2.6874, 1.3865, 3.3422], [-4.3903, -0.3635, 3.3034], [-4.6504, 0.2112, 0.3656], [-5.9049, 0.9005, 1.4227], [-5.7664, -0.8238, 1.2300], [-2.9348, -0.9322, 1.0458], [1.0229, -6.2621, 2.2909], [1.6738, -5.4015, 1.1357], [0.6083, -4.6214, 0.3566], [2.6179, -4.4889, 1.6700], [0.3160, -5.7011, 2.9022], [1.7002, -6.7309, 3.0047], [0.3950, -7.0854, 1.9502], [2.2727, -6.0603, 0.5069], [0.1015, -5.1940, -0.4201], [1.0462, -3.7322, -0.0969], [-0.0992, -4.2302, 1.0877], [2.6619, -4.6256, 2.6192], [-2.9363, -4.1204, -4.6331], [-2.2494, -3.8472, -3.3004], [-0.7083, -3.7594, -3.4295], [-2.6325, -2.5710, -2.8205], [-2.5923, -5.0595, -5.0665], [-2.6903, -3.3670, -5.3814], [-3.9965, -4.2364, -4.4083], [-2.4624, -4.6019, -2.5433], [-0.4226, -4.6780, -3.9420], [-0.2002, -3.7969, -2.4658], [-0.4126, -2.9422, -4.0874], [-3.5890, -2.6500, -2.7994], [-0.4935, -0.2927, 5.0177], [-0.4274, -1.6867, 4.3297], [0.3582, -2.8296, 4.9531], [-1.7558, -2.0845, 4.2725], [-0.9346, 0.4599, 4.3641], [0.5144, 0.0683, 5.2223], [-1.0241, -0.3576, 5.9676], [-0.0339, -1.5699, 3.3200], [1.3600, -2.5840, 5.3054], [0.4837, -3.5801, 4.1727], [-0.1834, -3.2570, 5.7969], [-2.1295, -1.8880, 3.4104], [-0.5881, 4.7118, -2.3062], [-0.2797, 6.0604, -1.8750], [-1.3262, 7.1084, -2.1351], [-0.0218, 6.0732, -0.5089], [-0.4174, 4.6143, -3.3783], [-1.6698, 4.5780, -2.3000], [-0.1253, 3.8785, -1.7776], [0.6293, 6.3667, -2.3926], [-1.3642, 7.4007, -3.1845], [-1.0846, 8.0688, -1.6797], [-2.3020, 6.8231, -1.7422], [0.5691, 6.7826, -0.2457], [4.2647, -2.8514, -1.2099], [5.0250, -4.2101, -0.9535], [6.4393, -4.2433, -1.5116], [5.1206, -4.4008, 0.4183], [3.2808, -2.8326, -0.7412], [4.1459, -2.7654, -2.2899], [4.9441, -2.0584, -0.8973], [4.4607, -5.0484, -1.3619], [7.0252, -3.4035, -1.1378], [6.4554, -4.2641, -2.6013], [6.8295, -5.2053, -1.1794], [4.2214, -4.4925, 0.7419], [2.8227, 4.7123, 3.8400], [3.1678, 3.2643, 3.9896], [4.0947, 2.9560, 5.1634], [2.0401, 2.4200, 3.9728], [2.3993, 4.8560, 2.8460], [3.6440, 5.4254, 3.7689], [2.1678, 5.0327, 4.6503], [3.7669, 2.9770, 3.1255], [3.9661, 3.4888, 6.1056], [5.1304, 3.1817, 4.9095], [4.0927, 1.8890, 5.3861], [1.4935, 2.5883, 4.7439], [-3.3645, -3.8069, 0.3950], [-4.2175, -4.8641, 0.0256], [-3.4780, -2.9143, -0.2203], [-3.6025, -3.4915, 1.4108], [-2.3142, -4.0892, 0.4675], [-4.0002, -5.1406, -0.8677], [1.7147, -1.0616, -5.6607], [1.0619, 0.0725, -5.9925], [1.3889, -1.5009, -4.7179], [1.5514, -1.8832, -6.3581], [2.7569, -0.7653, -5.5423], [0.1940, 0.0514, -5.5826], [0.3261, -0.7235, -1.4811], [-0.5226, -0.8861, -0.2786], [-0.1578, 0.2267, 0.7434], [-0.2541, 1.5288, 0.1507], [0.1857, 2.5216, 1.0011], [-1.9041, -0.7095, -0.6524], [1.3760, -0.6844, -1.1909], [0.1036, 0.2210, -1.9777], [0.1832, -1.5296, -2.2007], [-0.4093, -1.8421, 0.2326], [0.8752, 0.1152, 1.0730], [-0.7729, 0.1743, 1.6417], [-0.4646, 2.6186, 1.8705], [0.1072, 3.4706, 0.4706], [1.2440, 2.4193, 1.2412], [-2.0716, -1.3291, -1.4323], [-1.9677, 0.1558, -1.1694], [4.9752, -1.4334, 2.1106], [4.2067, -0.0849, 2.1701], [3.7475, 0.3469, 0.7624], [4.8853, 0.6064, -0.0393], [4.4938, 1.0546, -1.3135], [3.0848, -0.2863, 3.1285], [4.2758, -2.1842, 1.7428], [5.4055, -1.7135, 3.0721], [5.7678, -1.4015, 1.3631], [4.8448, 0.6647, 2.6379], [3.0034, 1.1336, 0.8867], [3.2792, -0.5426, 0.3409], [3.7522, 1.8534, -1.3188], [3.9602, 0.3475, -1.9488], [5.3745, 1.3105, -1.9025], [2.6813, 0.5997, 3.3976], [2.2928, -0.7761, 2.7376], [-2.8148, 0.2816, -6.4275], [-2.1219, 0.7236, -5.1170], [-3.1069, 1.1531, -4.0212], [-2.3598, 1.5924, -2.8654], [-3.1585, 2.0006, -1.7957], [-1.4089, -0.3918, -4.5659], [-2.1367, -0.0425, -7.2170], [-3.3947, 1.1244, -6.8036], [-3.4789, -0.5624, -6.2414], [-1.3848, 1.5067, -5.2948], [-3.8364, 0.3907, -3.7481], [-3.6880, 1.9809, -4.4277], [-2.6435, 2.1370, -0.8448], [-4.0883, 1.4722, -1.5851], [-3.4825, 3.0386, -1.8707], [-1.2844, -0.0423, -3.6265], [-2.1090, -1.0734, -4.3097]], "atomic_forces_ev_per_a": [[0.3252, -0.8768, 1.5039], [-2.2922, 0.0979, -0.3548], [1.0253, -0.3721, 0.8829], [-0.1097, 1.5820, -1.0810], [0.0860, -0.0122, -0.1900], [0.0542, -0.3039, 0.0490], [-0.2902, 0.2170, -0.4182], [0.1634, -0.6547, 0.3755], [0.0198, -0.0398, 0.1033], [0.3223, 0.4847, -0.2614], [0.1206, -0.4156, -0.3239], [0.4836, 0.1597, -0.0438], [0.0116, -0.3859, 0.2974], [1.0975, -0.1532, 1.0551], [-0.5728, -0.1675, -0.6999], [0.0398, 0.1669, 0.5787], [-0.1673, 0.0030, -0.1312], [-0.1362, -0.1603, -0.3260], [0.0612, -0.2748, 0.0135], [-0.6721, 0.4932, 0.1213], [-0.2308, 0.1954, -0.3309], [0.2244, 0.1945, 0.1541], [0.1753, -0.1772, 0.1691], [0.3957, 0.2462, -0.9171], [-0.2777, 0.1896, -0.4026], [-0.7607, -1.1909, 0.8507], [0.3824, 0.2047, 0.4315], [-0.1066, 0.4930, 0.3928], [0.1220, 0.5937, -0.0821], [0.5673, 0.1809, -0.2816], [0.1666, -0.0251, -0.6013], [-0.3191, -0.2089, -0.3336], [-0.0323, -0.1485, 0.1904], [0.2527, -0.1287, -0.2069], [-0.2950, -0.1097, -0.0756], [0.1654, 0.1553, 0.1285], [0.3492, -0.6718, 0.5430], [2.3630, 0.4572, -0.6051], [-0.8364, -1.3037, -0.5471], [-0.9516, -0.1068, 0.0381], [-0.0354, -0.1800, 0.1704], [-0.3294, 0.2930, 0.2208], [-0.2308, 0.2638, -0.5471], [-0.3002, -0.2440, -0.0261], [0.2855, -0.1098, -0.0698], [-0.0816, 0.4791, -0.0393], [0.0136, 0.2076, 0.3398], [-0.4261, 0.6317, 0.3182], [1.5263, -0.6022, 0.0265], [0.0458, 1.2915, 0.3647], [0.2943, 0.1948, 0.3372], [-1.2441, -1.2218, -0.2079], [-0.3196, -0.2627, -0.0398], [0.2390, 0.0743, 0.1494], [-0.1448, -0.0422, -0.1344], [0.1420, 0.2933, -0.2703], [0.0292, 0.3540, -0.0980], [-0.1390, -0.2319, 0.1317], [-0.1147, -0.0269, -0.0703], [-0.3171, 0.2919, -0.3236], [-1.7862, -1.7916, -1.4275], [1.3365, 2.2599, -0.4566], [-0.4799, 0.7859, -0.8377], [0.4161, -0.7294, 2.2765], [0.4956, -0.1016, -0.0477], [-0.2532, -0.3348, 0.5544], [0.1960, 0.2972, 0.0218], [0.3056, 0.1694, -0.0706], [-0.3592, -0.4832, -0.2717], [0.3132, -0.1145, 0.4492], [-0.0315, -0.0842, -0.2770], [-0.0461, 0.1269, -0.2138], [1.2168, -1.4058, -0.8736], [-0.6362, 1.3953, -0.5041], [-0.5931, -0.3807, -0.0750], [0.5681, -0.3729, 0.8726], [0.1520, 0.1061, 0.1916], [-0.2321, 0.2088, -0.1462], [-0.3761, 0.2011, 0.2909], [-0.2028, -0.0829, -0.4795], [0.0819, -0.1324, 0.0455], [-0.0761, 0.2228, -0.0351], [0.4629, 0.1810, 0.0877], [-0.2482, 0.0824, 0.5727], [-0.2930, 0.7222, -0.6370], [1.6869, -0.1873, 0.4163], [0.6707, -0.2336, 0.3877], [-0.4822, 0.0451, -0.2280], [-0.8280, -0.0522, 0.1686], [0.5396, -0.4047, 0.5867], [-0.2277, 0.1546, -0.1744], [-0.2662, -0.1948, -0.3253], [-0.6863, 0.1708, -0.0302], [0.0571, 0.1058, -0.3002], [-0.1723, -0.0784, -0.0583], [-0.0809, 0.0659, 0.1840], [0.1928, 0.5749, 0.8126], [-0.1638, -0.2229, -0.1190], [0.0608, -0.0672, -0.2236], [-0.3544, -0.1376, -0.0466], [0.1885, -0.1789, -0.4324], [0.0211, -0.0517, -0.0045], [1.0492, -1.4887, 0.8864], [-1.1394, 2.0799, -0.7526], [-0.0683, 0.2102, 0.4943], [0.4158, -0.0329, -0.5541], [0.2884, -0.6760, -0.2071], [-0.4321, -0.2695, 0.1432], [1.3013, -0.2446, -0.6928], [-0.0411, 1.7564, 1.2258], [0.2985, 0.0086, -0.2075], [-0.6358, -1.5030, -0.7773], [0.0596, 1.2460, -0.0855], [-1.1898, -0.1831, -0.2879], [0.2453, -0.1162, -0.1959], [-0.0259, 0.0607, 0.0632], [0.0392, -0.0076, 0.0061], [0.1404, -0.1107, -0.0338], [0.2669, -0.2853, 0.0231], [-0.3551, -0.0247, 0.0354], [0.2437, -0.1849, 0.4906], [-0.0905, 0.0813, -0.1391], [0.0286, -0.2444, 0.5197], [-0.2579, -0.7797, 0.1305], [0.1007, 0.6579, 0.4107], [-0.2274, 0.8347, -0.6397], [-0.1562, -1.2669, 0.6510], [0.8157, -1.3950, 1.1878], [-0.7361, 0.7959, -0.1876], [-0.0636, 0.0212, -0.9825], [0.2422, 0.4888, -0.3223], [-0.0038, -0.2324, 0.2884], [-0.2353, 0.0229, -0.0215], [0.1235, 0.1027, 0.0680], [0.0715, 0.2372, -0.2272], [0.2101, 0.5502, -0.5233], [-0.6230, -0.0796, -0.1675], [0.3201, 0.6913, 0.5340], [0.0312, -1.0382, 0.3129], [0.0585, 0.3077, 0.3321], [0.0801, 0.3252, 0.1710], [0.1180, -0.5386, -0.3987], [-0.0943, 0.7608, 0.5419], [-0.9757, -0.6225, -0.4181], [-0.0257, 1.7412, -0.5737], [-0.2350, -0.8438, -0.5141], [-0.8742, 1.8684, 1.0480], [0.6122, -0.4893, 0.8698], [0.3236, 0.1799, 0.2675], [-0.1742, -0.1193, -0.1976], [-0.1775, 0.0311, 0.1499], [-0.2555, 0.3605, -0.0986], [0.1655, -0.4702, 0.0354], [-0.2306, 0.4136, 0.2197], [0.8064, -0.9747, -0.1468], [0.1439, -0.7515, -0.4008], [-0.2832, 0.3810, -0.9192], [1.2622, -0.1403, 0.5807], [-0.1596, -0.8350, -0.5349]], "mulliken_charge": [-1.356, 2.149, -1.430, -0.658, 0.259, 0.309, 0.354, -0.783, 0.325, 0.422, 0.211, 0.338, -0.607, 0.430, -1.012, 0.009, 0.566, -0.224, 0.019, 0.363, -0.189, 0.407, 0.295, -0.207, -1.563, 0.312, -0.130, -0.336, 0.330, 0.492, 0.388, 0.165, 0.353, -0.208, -0.117, 0.194, -1.495, 0.597, -1.114, -0.415, 0.423, 0.302, 0.430, 0.225, 0.688, -0.132, 0.133, 0.176, -1.034, 2.147, -1.417, -0.637, -0.032, 0.241, 0.377, -0.778, 0.357, 0.057, 0.428, 0.240, -0.915, 0.567, -1.633, -0.454, 0.492, 0.069, -0.001, 0.401, 0.382, 0.408, 0.423, 0.235, -0.310, 0.584, -1.587, -0.605, -0.269, 0.483, 0.046, 0.288, 0.338, 0.360, 0.405, 0.208, -1.435, 0.996, -1.574, -0.262, 0.262, 0.402, 0.366, -0.059, 0.396, 0.396, 0.377, 0.170, -0.242, -0.603, -0.022, 0.358, 0.165, 0.341, -0.348, -0.634, -0.114, 0.266, 0.299, 0.546, -0.346, 2.592, 0.181, 0.440, 0.277, 1.492, -0.293, 0.042, -0.150, -0.893, -0.578, 0.074, 0.115, -0.256, -0.468, -0.606, -0.912, -1.339, -0.034, 1.751, -0.527, -0.784, -0.275, 0.037, 0.500, 0.293, 0.537, -0.406, -0.715, 0.340, 0.182, 0.361, 0.250, -0.170, -1.705, 0.600, -1.013, 0.038, -1.513, -0.453, 0.353, 0.440, 0.274, 0.542, 0.278, 0.448, 0.463, 0.360, 0.326, 0.259, -0.007], "e_tot_ha": -2653.04193, "de_lowest_kj_mol": 149.8, "lumo_energy_ha": 0.0067, "orbital_gap_ev": 9.102, "spin_multiplicity": 1}



Entry 2:
{"formula": "C4H7NO2", "method": "the ωB97M-V functional and the def2-TZVPD basis", "elements": ["O", "C", "C", "N", "C", "C", "O", "H", "H", "H", "H", "H", "H", "H"], "xyz": [[-1.6953, -0.7602, -1.3551], [-0.4941, -0.6666, -1.4268], [0.4387, -0.9997, -0.2816], [-0.1751, -1.3944, 0.9879], [0.0170, -0.0579, 1.5948], [0.9188, 0.2900, 0.4172], [1.6841, 1.1631, 0.1310], [0.0166, -0.3102, -2.3444], [1.2390, -1.6552, -0.6504], [-1.1463, -1.6750, 0.8898], [-0.8768, 0.5826, 1.6159], [0.4896, -0.0546, 2.5826], [-0.5803, 2.8900, -1.1448], [0.1302, 2.7351, -0.9885]], "atomic_forces_ev_per_a": [[0.5506, 0.0307, 0.0198], [-0.3464, -0.0330, 0.0242], [0.0753, -0.1020, -0.1411], [-0.1971, -0.1475, -0.0297], [0.0357, 0.1947, 0.2015], [0.3479, 0.4735, -0.1115], [-0.3750, -0.5120, 0.2017], [-0.1213, -0.0459, 0.0787], [-0.0713, 0.0999, 0.0316], [0.0898, 0.0977, -0.0497], [0.1275, -0.0877, -0.0390], [-0.0594, -0.0140, -0.1513], [0.0225, 0.0024, -0.0134], [-0.0788, 0.0432, -0.0219]], "mulliken_charge": [-0.482, -0.117, 0.215, -0.533, -0.327, 0.249, -0.525, 0.357, 0.330, 0.307, 0.243, 0.280, 0.173, -0.171], "e_tot_ha": -361.76570, "smiles": "O=C[C@@H]1NCC1=O.[H][H]", "de_lowest_kj_mol": 302.4, "lumo_energy_ha": 0.0149, "orbital_gap_ev": 10.258, "spin_multiplicity": 1}